Record 1
7
Properties=species:S:1:pos:R:3:forces:R:3:lowdin_charge:R:1 method="wB97M-V/def2-TZVPD" max_force_ev_per_a=2.4 e_homo_ev=-8.5
Br -2.21313 1.75101 0.15939 -1.3 0.9 0.9 0.6474
Br -2.46337 -1.09830 -1.20332 -1.1 -0.3 0.1 0.5813
Cl 1.75749 0.61268 -0.91997 -0.7 1.0 -0.9 0.7459
Cl 0.05298 -0.94900 0.99948 1.5 0.7 0.3 0.5818
O 2.66292 -0.50678 1.08749 -0.1 0.1 1.3 0.0011
C 1.67149 -0.17039 0.56358 -0.1 -2.2 -0.2 -1.1926
C -1.46838 0.36078 -0.68665 1.9 -0.3 -1.5 -1.3649



Record 2
8
Properties=species:S:1:pos:R:3:forces:R:3:lowdin_charge:R:1 method="wB97M-V/def2-TZVPD" max_force_ev_per_a=11.7 e_homo_ev=-11.5
Br 0.38385 -2.28361 -0.08603 0.0 0.5 0.0 0.7544
Br -1.33631 -0.85283 2.10994 0.0 0.2 0.4 0.8137
O 1.25991 0.42664 1.88602 1.1 0.2 0.8 0.0684
O 1.23475 0.98605 -0.21431 0.0 -0.8 0.6 0.0984
N -2.16236 0.68267 -1.19363 -5.1 3.3 -3.9 0.1263
N 0.88649 0.34350 0.75851 -0.6 1.4 -0.8 -0.5003
C -0.25647 -0.59384 0.59295 -3.6 0.3 -3.9 -1.1353
C -1.37990 0.16560 -0.61988 8.1 -5.0 6.8 -0.2256



Record 3
8
Properties=species:S:1:pos:R:3:forces:R:3:lowdin_charge:R:1 method="wB97M-V/def2-TZVPD" s2=2.01 spin_multiplicity=3 max_force_ev_per_a=3.8 e_homo_ev="-7.0 / -9.8"
Br 1.30291 -1.47796 -1.29196 -1.0 -2.0 -0.6 0.7218
Br -2.45182 -1.88460 -0.03605 -0.6 -0.4 -0.4 0.8005
O 0.67797 2.58961 -1.08993 0.1 0.7 0.2 0.0967
O 0.09430 0.50004 1.95726 0.8 1.3 0.8 0.0340
N 0.88498 1.39392 -1.07290 -2.0 -0.5 -1.0 -0.1431
N -0.66578 -0.26878 1.48526 0.1 -0.8 -0.3 -0.2292
C 1.41473 0.31406 -1.01383 3.1 1.7 1.4 -0.6197
C -1.25729 -1.16628 1.06215 -0.4 0.0 0.0 -0.6609



Record 4
8
Properties=species:S:1:pos:R:3:forces:R:3:lowdin_charge:R:1 method="wB97M-V/def2-TZVPD" smiles=FC(F)(F)[C@](F)(Cl)Br max_force_ev_per_a=4.0 e_homo_ev=-11.2
Br 1.91550 0.41693 1.78773 -1.1 0.2 -0.9 0.6722
Cl 0.81571 1.93364 -0.67759 -0.2 0.6 0.3 0.7366
F 0.83514 -0.79063 -1.15336 -0.1 -0.6 -0.4 0.0932
F -1.26514 -0.22648 -0.96570 -0.1 0.2 -0.2 0.1454
F -0.67926 1.16997 1.32041 -0.1 0.8 0.1 -0.0132
F -0.46795 -1.77524 0.27715 0.6 1.5 0.3 0.1347
C -0.17366 -0.59103 -0.31636 1.2 1.1 1.1 -0.6310
C 0.36232 0.83584 0.57572 -0.2 -3.9 -0.3 -1.1379



Record 5
12
Properties=species:S:1:pos:R:3:forces:R:3:lowdin_charge:R:1 method="wB97M-V/def2-TZVPD" max_force_ev_per_a=2.7 e_homo_ev=-10.0
Br -2.16096 3.06225 0.10177 0.3 -0.3 0.3 0.7891
Cl 1.97017 -1.38351 -1.63104 0.1 0.1 -0.7 0.7304
S -0.32274 0.49497 -0.90986 -1.8 0.3 1.0 0.7407
S 0.39700 -0.64727 0.84826 2.6 0.8 0.4 0.7730
F 3.16689 -0.35260 0.37129 -0.3 0.2 0.2 0.0369
F 2.63681 -2.43761 0.49272 -0.7 0.4 0.8 0.0329
F -3.23443 0.73870 -0.54309 -0.2 -0.7 -0.3 0.0149
F -2.40422 0.69028 1.43307 0.3 -0.1 0.0 0.0261
O -0.38624 -1.82459 0.62654 -1.7 -2.0 -0.1 -0.5553
O 0.35028 1.76443 -1.07814 0.4 0.5 -0.2 -0.5917
C 2.20908 -1.23528 0.08840 -0.4 0.3 -0.4 -1.0261
C -2.22164 1.13023 0.20007 1.3 0.4 -0.9 -0.9708



Record 6
7
Properties=species:S:1:pos:R:3:forces:R:3:lowdin_charge:R:1 method="wB97M-V/def2-TZVPD" smiles="O=C([O-])OC(=O)Br" max_force_ev_per_a=6.1 e_homo_ev=-5.5 total_charge=-1
Br 0.60845 -1.76500 -1.23224 0.0 -0.2 -0.4 0.5516
O 0.17802 1.98489 0.63466 1.1 0.5 0.0 0.0354
O -1.95491 -0.75910 -1.11585 -1.0 0.4 0.1 0.0391
O 1.83933 0.41122 0.84620 -0.1 -0.1 0.0 0.0296
O -0.49708 -0.11644 0.68838 -3.1 -3.2 -4.2 -0.1321
C -0.94759 -0.69268 -0.52907 3.6 1.3 4.6 -0.8215
C 0.77379 0.93712 0.70792 -0.4 1.1 -0.1 -0.7021



Record 7
8
Properties=species:S:1:pos:R:3:forces:R:3:lowdin_charge:R:1 method="wB97M-V/def2-TZVPD" max_force_ev_per_a=3.3 e_homo_ev=-10.3
Cl -0.28213 -0.19840 2.13691 0.7 -0.1 0.5 0.4784
Cl 1.80019 -2.03401 0.47567 1.3 0.7 0.4 0.5942
F -2.00821 1.97197 -0.77084 -0.6 0.4 0.3 0.1310
F 1.51396 0.81675 -1.16085 -1.1 0.4 -0.2 0.0613
N 0.13348 -1.99306 0.28113 0.6 -2.4 -1.7 -0.5480
N -0.65437 -1.46710 0.95647 -2.6 1.8 0.9 -0.4490
C 0.27084 1.24029 -1.17563 0.8 -0.1 1.0 -0.1088
C -0.77374 1.66355 -0.74285 1.0 -0.7 -1.2 -0.1592



Record 8
9
Properties=species:S:1:pos:R:3:forces:R:3:lowdin_charge:R:1 method="wB97M-V/def2-TZVPD" max_force_ev_per_a=5.3 e_homo_ev=-9.9
Cl -3.22366 -0.35855 1.07841 -0.2 0.2 -0.1 0.1467
Cl -0.99062 0.67589 -1.78219 -0.2 0.1 0.6 0.6597
S -1.41479 -1.12237 0.65207 0.8 0.8 -0.4 0.4503
F 1.55720 -0.54794 1.12460 1.3 0.5 -0.2 0.1455
F 1.52277 -1.15661 -0.97954 0.8 0.7 0.6 0.1160
F -0.44328 1.43632 0.65125 -1.1 -0.9 -0.6 -0.0862
F 2.14287 0.91053 -0.50173 -0.5 -1.2 0.9 0.1737
C 1.41544 -0.13294 -0.11693 -5.2 -0.4 -1.1 -0.5379
C -0.56593 0.29569 -0.12595 4.2 0.2 0.5 -1.0678



Record 9
5
Properties=species:S:1:pos:R:3:forces:R:3:lowdin_charge:R:1 method="wB97M-V/def2-TZVPD" smiles="O=C=C(Cl)Cl" max_force_ev_per_a=2.1 e_homo_ev=-9.1
Cl -0.10537 1.75704 0.56244 0.2 1.9 1.0 0.5684
Cl -2.48018 0.29081 0.33949 -0.1 -0.4 0.1 0.5333
O 1.59942 -0.58752 -0.16099 -1.3 -0.2 -0.3 0.1153
C -0.93650 0.59234 -0.35421 0.4 -0.8 -0.9 -1.0776
C 0.46350 -0.60486 -0.05005 0.6 -0.4 0.2 -0.1395



Record 10
6
Properties=species:S:1:pos:R:3:forces:R:3:lowdin_charge:R:1 method="wB97M-V/def2-TZVPD" smiles="FC(Cl)=C(Cl)Cl" max_force_ev_per_a=8.2 e_homo_ev=-8.5
Cl -1.88537 0.98209 0.01115 -0.2 -0.1 0.0 0.7343
Cl 2.12363 -0.87723 0.00798 0.1 -0.2 0.0 0.6560
Cl 1.25532 1.94274 0.00826 0.2 0.1 0.0 0.6194
F -0.92116 -1.42960 -0.00326 -0.2 0.6 0.0 0.0019
C 0.90972 0.28678 0.01705 -8.0 -1.7 -0.2 -1.2043
C -0.63830 -0.13260 -0.00836 8.1 1.3 0.2 -0.8073



Record 11
6
Properties=species:S:1:pos:R:3:forces:R:3:lowdin_charge:R:1 method="wB97M-V/def2-TZVPD" smiles="FC(Cl)=C(Cl)Cl" max_force_ev_per_a=1.0 e_homo_ev=-9.6
Cl -2.08746 0.70254 -0.05383 0.8 -0.5 0.1 0.6500
Cl -0.72872 -1.93994 0.00560 -0.4 -0.4 0.0 0.6586
Cl 2.14229 -0.45025 -0.05852 -1.0 0.1 0.2 0.7083
F 0.71444 1.62960 0.03203 -0.1 0.0 0.1 -0.0023
C 0.58441 0.30452 0.04518 0.5 0.7 -0.3 -0.8571
C -0.62497 -0.24646 0.02955 0.2 0.2 -0.1 -1.1575



Record 12
6
Properties=species:S:1:pos:R:3:forces:R:3:lowdin_charge:R:1 method="wB97M-V/def2-TZVPD" smiles=N#CC(Cl)(Cl)Cl max_force_ev_per_a=2.9 e_homo_ev=-11.9
Cl -1.50904 -0.44397 1.25226 0.6 0.8 -0.6 0.5939
Cl 1.12445 0.93440 1.26402 -0.7 -0.2 -0.2 0.5845
Cl -0.76302 1.66262 -0.86034 0.0 -1.2 1.1 0.5454
N 0.96937 -1.64610 -1.27244 -1.4 1.9 1.4 0.1473
C -0.22483 0.32179 0.27231 1.3 -1.6 -2.1 -1.5346
C 0.40307 -0.82874 -0.65581 0.3 0.3 0.4 -0.3366